{
  "formula": "C32H88BF4N8O8",
  "method": "ωB97M-V/def2-TZVPD",
  "elements": ["H", "H", "C", "H", "H", "N", "C", "H", "N", "H", "C", "H", "H", "H", "H", "N", "H", "H", "H", "H", "C", "H", "H", "H", "H", "C", "H", "O", "H", "H", "H", "F", "F", "H", "H", "C", "H", "H", "C", "C", "H", "C", "H", "H", "C", "O", "C", "H", "H", "C", "C", "H", "H", "H", "H", "H", "C", "H", "H", "H", "C", "B", "N", "H", "H", "H", "C", "H", "N", "C", "H", "H", "C", "F", "H", "H", "C", "H", "H", "H", "H", "H", "N", "H", "C", "H", "C", "F", "H", "C", "N", "H", "H", "H", "H", "H", "O", "O", "H", "C", "H", "H", "H", "H", "H", "H", "H", "C", "H", "C", "C", "C", "H", "H", "H", "H", "H", "H", "H", "H", "O", "O", "O", "H", "H", "C", "H", "H", "H", "C", "H", "O", "C", "C", "H", "H", "N", "H", "C", "H", "H"],
  "xyz": [[6.768, -2.507, -1.374], [2.316, 1.656, -1.044], [6.650, -1.592, -0.804], [-1.681, 1.522, -3.373], [-3.462, -5.177, 0.644], [2.429, 3.542, 2.539], [1.199, 2.419, -2.663], [0.996, 6.184, 0.992], [4.205, -1.089, -1.342], [4.143, 0.148, 0.894], [-4.248, -4.910, -0.077], [-4.311, 2.663, -3.350], [7.031, -0.668, -1.254], [1.566, -0.693, 2.025], [-5.410, -2.381, -4.245], [-2.598, -3.544, -1.327], [5.071, 7.471, 3.105], [5.348, 0.852, -0.081], [0.836, -3.305, -5.504], [3.522, 8.306, 3.277], [-0.277, -3.411, -5.388], [6.285, -0.659, 3.659], [-0.890, -2.824, 3.726], [0.588, 5.382, 2.470], [1.802, 2.881, 2.060], [1.935, -5.347, -2.218], [-1.866, -0.923, 4.723], [-5.284, -2.504, 1.027], [-4.250, -1.612, -5.332], [-5.421, -0.529, 1.626], [3.329, 3.069, 2.618], [-0.204, 2.308, -0.156], [-1.449, 0.655, 0.927], [-3.136, 0.389, -1.733], [-2.618, 2.748, 1.810], [-2.115, 2.627, 3.894], [-3.754, 1.036, 3.602], [0.861, 1.072, -4.153], [5.201, 0.008, 0.603], [1.058, 5.233, 1.509], [-0.400, 2.004, 2.986], [3.170, 5.860, 2.643], [-0.566, -4.360, -5.895], [0.638, -2.691, -1.971], [-3.936, -3.538, -0.675], [-0.059, 3.264, -4.495], [-0.256, -2.509, 2.874], [-0.205, 3.331, 3.839], [-3.450, 2.809, -1.770], [-3.501, 0.842, -2.646], [1.351, -4.252, -3.083], [-1.818, -3.346, -0.741], [-3.201, -2.773, 1.185], [1.598, -2.961, 3.919], [4.677, 8.564, 1.899], [-5.016, 2.044, -1.880], [-2.822, 3.314, 2.712], [-0.780, -1.656, 2.410], [1.870, -4.360, -4.065], [-0.669, -4.789, -2.476], [2.488, 4.790, 1.793], [-0.191, 0.982, 0.315], [1.593, 1.296, -3.468], [7.184, -1.719, 0.174], [-2.044, -0.036, -3.693], [-5.388, -0.362, -2.529], [-0.131, -4.607, -3.406], [-1.787, -4.728, 2.458], [1.930, -1.589, 2.333], [0.965, 3.628, -3.537], [-2.409, -1.000, 6.438], [1.931, -0.722, 4.888], [-4.534, -0.132, -3.178], [0.806, 0.811, 1.346], [-0.109, -5.123, 3.110], [2.989, -5.170, -2.084], [2.253, 2.614, -1.586], [0.665, 4.530, -2.959], [1.470, -5.450, -1.223], [0.258, 2.182, -2.179], [-0.731, -2.562, -5.843], [2.427, 6.324, 3.276], [-2.424, 0.884, -3.713], [-2.570, -2.912, -2.121], [1.136, -2.096, 3.435], [3.971, 5.454, 3.286], [-0.336, 4.272, -5.451], [0.114, 0.094, -0.773], [-3.890, 3.327, 2.837], [5.222, -1.304, -0.306], [-0.691, 2.433, 3.841], [4.152, -0.115, -1.690], [-0.947, 3.869, -6.249], [1.990, 3.397, -0.882], [-2.347, 4.316, 2.659], [-6.427, -1.841, 2.472], [-2.672, 0.837, 5.453], [-0.217, -3.492, 1.836], [1.860, -2.202, 1.547], [-0.685, -4.765, 2.241], [0.463, -1.642, 5.421], [3.233, 2.838, -2.059], [1.650, 0.459, -2.890], [-2.054, 0.589, 3.428], [0.620, 4.505, -5.937], [5.938, -1.883, 2.534], [0.583, 4.409, 0.970], [-5.457, -1.550, 2.056], [-3.537, -0.999, 5.191], [-4.341, -2.152, -4.394], [-4.085, 2.204, -2.381], [0.940, -1.098, 4.616], [-0.826, 5.206, -5.055], [-3.801, -1.495, 0.096], [1.811, -6.318, -2.734], [4.659, -0.656, 2.982], [-4.700, -3.253, -1.391], [-0.585, -5.500, 1.439], [4.998, -2.165, 0.349], [-4.225, -5.628, -0.895], [-3.745, -1.350, -3.312], [3.692, 6.829, 1.764], [6.081, 0.093, 1.754], [-0.107, -5.511, -4.006], [3.057, 4.644, 0.879], [4.215, 7.847, 2.565], [3.282, -1.246, -0.936], [0.241, -0.315, 4.310], [-4.895, 0.195, -4.168], [-2.596, -0.541, 5.476], [-5.218, -4.925, 0.406], [-0.700, -3.511, -4.023], [-4.002, -2.491, 0.478], [-2.734, 1.173, 3.995], [1.910, 3.934, -3.989], [-4.667, -1.557, 2.845], [1.435, -2.925, -2.547], [2.235, -2.783, -1.944], [5.718, -0.829, 2.762], [-2.369, 3.078, 4.834], [-3.783, -3.092, -4.440]],
  "atomic_forces_ev_per_a": [[-0.13, 0.18, -0.35], [0.15, 0.40, 0.02], [-0.34, 0.93, 1.78], [-0.48, -0.43, -0.39], [-0.23, 0.01, -0.12], [-0.50, -0.74, 0.14], [-0.56, 0.15, 0.45], [0.11, -0.01, -0.40], [-0.38, -0.16, 0.04], [0.27, -0.28, 0.41], [0.49, 0.11, -0.53], [0.17, 0.25, 0.19], [0.24, -0.50, -0.39], [-0.01, -0.06, 0.08], [0.30, 0.18, 0.31], [-1.56, -0.37, -0.79], [0.31, -0.36, 0.74], [0.77, 0.05, 0.31], [-0.89, 0.02, 0.31], [-0.22, -0.04, -0.24], [0.91, -1.26, 0.58], [0.41, 0.62, 0.31], [0.05, -0.28, -0.36], [-0.42, -0.16, 0.34], [0.35, 0.25, 0.28], [-0.31, -0.81, 0.11], [-0.21, 0.16, 0.77], [0.04, -0.21, 0.73], [0.13, 0.09, -0.19], [-0.37, -0.26, 0.23], [-0.18, 0.31, -0.11], [-0.18, -0.47, 0.74], [0.74, 0.17, -0.59], [0.33, 0.02, 0.49], [0.22, 0.04, -0.32], [-2.09, -2.32, -0.64], [0.16, 0.23, 0.30], [0.40, 0.29, 0.28], [-0.39, -0.78, -0.01], [0.49, -0.63, -0.16], [0.00, -0.50, -0.65], [0.16, -0.95, -0.76], [0.06, 0.60, -0.03], [-0.36, 0.03, -0.13], [1.00, 0.62, 1.21], [0.22, 0.68, 0.45], [-0.48, 0.29, 0.66], [-0.03, -0.22, 0.21], [0.44, 0.51, 0.22], [0.39, -0.05, -1.13], [-0.60, -1.31, -0.44], [0.33, 0.25, 0.85], [-0.26, 0.21, 0.24], [0.21, -0.28, -0.50], [-0.36, 0.58, -0.17], [-0.71, 0.18, 0.57], [1.80, 0.48, 0.48], [0.46, 0.12, 0.28], [0.05, 0.54, 0.57], [-0.19, -0.01, -0.01], [0.10, 0.05, 0.62], [-0.30, -0.67, -0.02], [0.14, -1.12, -1.23], [0.09, 0.06, -0.91], [0.58, -0.72, -0.19], [0.10, 0.34, 0.13], [1.75, 0.62, 1.22], [0.82, 0.01, 0.19], [0.90, 0.62, 0.88], [-0.47, 0.41, -0.02], [0.50, 0.50, 0.56], [-0.38, 0.19, 0.16], [1.13, -0.77, -0.18], [-0.36, 0.61, -0.63], [-0.35, -0.01, -0.07], [0.52, -0.04, 0.17], [0.39, -0.13, -0.43], [-0.25, -0.59, -0.02], [0.01, 0.28, -0.33], [-0.18, 0.28, 0.21], [-0.55, 0.59, -0.22], [-0.30, 0.13, 0.51], [-0.70, 1.36, 1.51], [-0.03, 0.07, 0.20], [-1.36, -0.06, -0.16], [-0.11, -0.05, -0.20], [0.73, 0.28, 0.14], [-0.27, 0.59, 0.92], [-0.48, 0.40, 0.26], [0.48, 0.99, 0.94], [0.55, 1.16, 0.26], [0.44, -0.73, 0.29], [-0.42, -0.32, 0.15], [-0.03, 0.08, 0.09], [-0.73, -0.27, -0.46], [0.17, 0.68, 0.21], [0.07, 0.18, -2.18], [0.15, -0.43, 0.12], [-0.11, -0.55, -0.44], [-0.59, 0.12, 0.28], [0.12, -0.04, 0.40], [-0.43, -0.13, 0.29], [0.00, 0.20, 0.02], [0.48, -1.09, -0.39], [-0.08, 0.53, 0.03], [-0.36, 0.15, -0.45], [-0.41, 0.40, -0.11], [0.11, -0.01, -0.14], [-0.64, -0.11, -0.35], [0.74, 0.17, 1.14], [-0.17, -0.56, -0.93], [0.05, -0.51, -1.59], [0.52, -0.87, -0.05], [0.37, 0.34, -0.18], [0.17, 0.28, 0.22], [-0.03, -0.59, 0.12], [0.05, -0.06, -0.36], [0.29, 0.32, -0.16], [-0.66, 0.32, -0.48], [-0.03, -0.25, 0.08], [-2.18, -0.76, -1.74], [-0.29, 0.35, 0.57], [-0.15, -0.21, -1.39], [-0.35, -0.31, -0.39], [0.13, 0.36, -0.40], [1.07, 0.42, -0.73], [0.22, 0.05, -0.08], [0.42, 0.36, 0.14], [0.11, -0.06, 0.22], [0.06, -1.65, -0.63], [-0.13, 0.00, 0.13], [-0.81, 0.50, -1.64], [0.57, -0.63, -1.22], [0.40, 2.32, 2.26], [0.11, -0.22, -0.72], [-0.37, -0.41, -0.45], [0.21, 0.57, 0.25], [0.30, -0.18, -0.30], [-0.60, 0.00, -0.08], [-0.10, 0.60, 0.45], [-0.03, 0.19, 0.01]],
  "lowdin_charge": [0.0655, 0.0682, -0.0649, 0.0620, 0.0651, 0.0524, -0.4812, 0.0809, 0.0407, 0.1067, -0.0643, 0.0846, 0.0776, 0.0432, 0.0846, 0.0759, 0.0767, 0.1158, 0.0934, 0.0916, -0.0859, 0.0719, 0.1138, 0.0654, 0.0552, -0.0781, 0.0595, -0.1979, 0.0777, 0.0898, 0.0777, 0.0959, 0.0673, 0.1253, 0.0621, -0.4142, 0.1224, 0.0743, -0.1826, -0.0495, 0.0385, -0.2272, 0.0930, 0.0730, -0.3880, -0.2075, -0.2024, 0.0633, 0.0689, -0.4207, -0.4639, 0.0540, 0.1220, 0.1250, 0.0833, 0.0635, -0.0537, 0.1235, 0.1233, 0.1058, -0.4377, -1.1740, 0.0541, 0.0785, 0.0436, 0.1264, -0.2393, 0.0848, 0.0635, -0.1800, 0.0826, 0.0786, -0.1944, 0.0431, 0.0872, 0.0643, -0.0490, 0.1338, 0.0789, 0.0994, 0.0720, 0.1127, 0.0766, 0.0463, -0.4089, 0.1281, -0.1222, 0.0758, 0.0616, -0.4305, 0.0739, 0.0745, 0.0748, 0.0582, 0.0786, 0.0883, -0.1641, -0.2086, 0.0557, -0.1246, 0.0660, 0.0907, 0.0607, 0.0748, 0.0801, 0.0831, 0.0661, -0.1043, 0.0688, -0.0789, -0.0550, -0.0441, 0.0971, 0.1156, 0.0798, 0.0752, 0.1259, 0.0787, 0.1270, 0.0693, -0.2465, -0.1666, -0.1943, 0.1147, 0.1247, -0.1418, 0.0523, 0.0563, 0.1223, -0.1755, 0.0667, -0.2001, -0.2132, -0.1338, 0.1179, 0.0802, 0.0797, 0.0440, -0.1257, 0.1209, 0.0800],
  "e_tot_ha": -2736.45458,
  "total_charge": -1,
  "max_force_ev_per_a": 3.26
}